1.
This record from OMol25 describes a cluster of 2 separate species, C7H11Cl2N2 in total. The level of theory is ωB97M-V/def2-TZVPD.

Output
Energy relative to the best compared isomer or geometry (same formula, charge and spin), kcal per mole: 0.0
Charge: +1
Lowest unoccupied orbital energy, eV: -4.2
Largest force on an atom, hartree/bohr: 0.0884
Frontier orbital gap, Ha: 0.28667
HOMO level, eV: -12.0

The geometry in XYZ format:
```
22
Properties=species:S:1:pos:R:3:forces:R:3:mulliken_charge:R:1
N 2.307976 -1.237678 -0.918175 3.5 0.3 -0.6 -0.20
C 0.222086 -0.518468 -0.108849 -4.2 0.6 -1.7 -0.58
H -1.543536 3.174005 0.853771 -0.9 -0.6 -0.3 0.29
H -1.437343 2.050561 2.162340 -0.5 0.5 0.0 0.41
C -1.727018 0.989245 0.513262 -1.0 -0.1 -0.7 0.77
H -2.237532 -0.797929 -0.345197 -0.2 -1.4 -0.6 0.27
H 0.077277 -1.287972 0.640349 -0.4 0.1 0.4 0.48
H 1.251439 -4.234915 -0.388713 -0.3 -0.1 -0.2 0.31
C 0.741290 1.638069 0.308766 0.3 -1.8 -0.6 -0.08
H -0.401096 -0.824093 -1.065158 1.7 0.3 1.7 0.42
H -3.072777 2.256016 1.529049 0.3 0.7 -0.4 0.32
Cl 0.547595 -3.893264 -1.418286 0.2 -0.2 0.3 -0.30
C -2.636843 0.001876 0.200810 3.4 2.5 0.7 -0.29
H 2.924051 1.473202 -0.145701 -0.4 0.0 0.2 0.40
C 1.604108 -0.287367 -0.355926 1.3 0.1 -0.9 0.42
C -2.021406 2.244856 1.231353 0.9 -0.4 1.8 -1.35
C 1.943524 1.014292 -0.035792 0.0 -0.1 -0.2 -1.00
H 2.013695 -2.197873 -1.037768 -0.3 0.3 -0.1 -0.03
N -0.321221 0.852955 0.256290 0.2 -3.0 -0.3 0.11
Cl -4.211381 -0.036905 0.727422 -1.0 0.1 0.1 -0.14
H 0.722171 2.624413 0.552725 -0.6 2.7 0.7 0.49
H 3.308086 -1.015405 -1.197938 -1.9 -0.6 0.6 0.27
```
Positions in Å, forces in eV/Å.

2.
This record from OMol25 describes the molecule C7H11Cl2NO4. The level of theory is ωB97M-V/def2-TZVPD.

Output
Energy relative to the best compared isomer or geometry (same formula, charge and spin), kcal per mole: 0.0
Lowest unoccupied orbital energy, eV: 0.3
Largest force on an atom, hartree/bohr: 0.0123
Frontier orbital gap, Ha: 0.39295
HOMO level, eV: -10.4
SMILES: CC(=O)OCN(C(=O)O)[C@H](Cl)[C@@H](C)Cl

The geometry in XYZ format:
```
25
Properties=species:S:1:pos:R:3:forces:R:3:mulliken_charge:R:1
O -0.590695 -0.953472 2.230550 0.0 0.4 -0.3 -0.48
H -2.129365 1.414893 -0.085548 0.1 -0.1 -0.1 0.37
N -0.384696 0.219535 0.249462 -0.2 0.3 -0.2 0.43
H 2.906404 -0.100804 -1.300290 0.0 0.2 0.0 0.40
C 1.997685 0.700318 0.478132 -0.1 -0.4 -0.3 0.49
H 4.019321 0.210561 0.032932 -0.1 0.1 -0.1 0.42
H 3.422169 1.577334 -0.916948 -0.1 -0.1 -0.1 0.38
H -0.042193 1.692248 2.645395 0.0 -0.1 0.1 0.34
H 0.435228 2.179225 0.462656 -0.2 0.0 -0.2 0.56
C -1.401945 -2.278078 -1.191407 0.3 0.0 -0.3 -0.89
H -0.671138 -2.465179 -0.401268 -0.2 0.1 0.0 0.23
H -0.930220 -1.584073 -1.894014 -0.1 -0.1 0.1 0.31
Cl 0.667372 1.641275 -1.775680 0.0 -0.1 -0.1 -0.19
C -1.690972 0.459090 -0.396464 -0.2 -0.2 0.3 -0.98
C -2.673672 -1.729414 -0.609140 -0.3 -0.5 0.1 0.71
H -1.566434 0.431755 -1.475009 0.1 0.1 0.1 0.60
O -2.627260 -0.516523 0.025719 0.1 0.3 -0.2 -0.39
O -3.709744 -2.332107 -0.603216 0.3 0.3 0.1 -0.56
Cl 2.467265 1.716779 1.886923 0.1 0.0 0.2 -0.22
H 1.803055 -0.297928 0.880024 0.1 0.2 0.0 0.29
H -1.633124 -3.207019 -1.709126 0.0 0.1 0.1 0.33
O -0.861345 1.279273 2.330430 0.1 0.0 -0.2 -0.51
C -0.591673 0.103568 1.681283 0.1 -0.5 0.3 0.37
C 0.635432 1.232537 -0.043689 0.1 0.0 0.4 -0.45
C 3.150548 0.606208 -0.501707 0.2 -0.1 0.2 -1.57
```
Positions in Å, forces in eV/Å.

3.
This record from OMol25 describes a structure of composition C7H11Cl6O5P. The level of theory is ωB97M-V/def2-TZVPD.

Output
Energy relative to the best compared isomer or geometry (same formula, charge and spin), kcal per mole: 13.1
Lowest unoccupied orbital energy, eV: 0.2
Largest force on an atom, hartree/bohr: 0.0875
Frontier orbital gap, Ha: 0.38435
HOMO level, eV: -10.3

The geometry in XYZ format:
```
30
Properties=species:S:1:pos:R:3:forces:R:3:mulliken_charge:R:1
H -0.321426 -2.114094 0.294509 0.9 -0.3 -1.2 0.68
Cl 1.288568 0.596559 -4.224194 0.4 -0.7 0.3 -0.15
C 2.446500 -1.125154 1.397330 0.4 -0.2 0.3 0.72
H -1.577564 -0.081893 -0.874613 0.0 0.4 -0.3 0.53
H -1.463001 2.755497 2.304741 -0.1 -0.5 0.5 0.38
C 1.095203 0.110990 -1.524628 -0.3 -0.1 -0.2 -1.48
O -2.440075 2.339436 0.094307 -1.0 -0.5 -0.2 -0.80
C -1.836734 -0.916482 1.016343 0.3 -0.6 -0.3 -0.91
H 1.968019 -0.545087 -1.773554 -0.9 0.6 0.5 0.55
O 0.381864 -1.798440 -0.327771 0.1 -0.7 0.6 -0.58
C -1.036358 -0.021989 0.061410 1.0 1.8 1.3 -0.19
H 0.833363 0.121751 1.948079 0.0 0.0 0.0 0.55
Cl -0.966166 1.424283 -2.900679 -0.6 -0.1 0.5 -0.12
C 0.447659 -0.401439 -0.170590 0.1 -1.6 -0.8 1.07
Cl 3.462494 -1.531664 -0.019043 -0.3 -0.5 0.5 -0.12
O -2.053193 -2.184941 0.365648 -0.7 0.3 0.8 -0.55
Cl -0.538538 -1.481939 -3.181262 0.4 1.0 0.1 -0.11
O -0.147151 2.692136 0.042313 2.4 0.5 -0.3 -0.53
P -1.201541 1.714955 0.618878 -3.8 -0.3 -2.4 0.70
H -1.326355 -1.145050 1.949948 0.3 0.0 0.0 0.27
Cl 1.676602 -2.602746 2.204807 0.8 1.2 -0.7 -0.14
H 1.953851 0.845463 0.789159 -0.1 -0.2 0.2 0.60
H -2.765357 -0.441435 1.302049 -0.4 0.2 -0.2 0.43
H -0.816197 3.172346 -0.484886 0.5 0.6 -0.4 0.37
H 1.435137 1.136878 -1.372908 0.1 0.0 -0.2 0.50
H -2.527527 -2.025834 -0.460921 0.1 -0.1 0.0 0.38
Cl 3.621133 -0.368784 2.569843 -0.8 -0.4 -0.2 -0.15
C 1.400013 -0.071491 1.035160 -0.2 0.5 -0.4 -1.88
C 0.245910 0.134424 -2.835292 0.1 -0.3 0.0 0.52
O -1.239133 1.813744 2.155818 1.0 0.0 2.1 -0.53
```
Positions in Å, forces in eV/Å.

4.
This record from OMol25 describes the ion C7H11ClN with charge +1. The level of theory is ωB97M-V/def2-TZVPD.

Output
Energy relative to the best compared isomer or geometry (same formula, charge and spin), kcal per mole: 33.9
Charge: +1
Lowest unoccupied orbital energy, eV: -4.6
Largest force on an atom, hartree/bohr: 0.0951
Frontier orbital gap, Ha: 0.37441
HOMO level, eV: -14.8
SMILES: CC1=[N+]([C@H](C)Cl)CC=C1

The geometry in XYZ format:
```
20
Properties=species:S:1:pos:R:3:forces:R:3:mulliken_charge:R:1
C -1.993906 0.158700 1.553667 0.4 2.3 -0.1 -0.98
N -0.146536 -0.279171 -0.230765 -0.1 2.3 -0.5 0.07
H -2.518128 -0.787674 1.613894 0.2 -0.1 0.5 0.35
C 1.259078 1.848471 0.044761 -1.6 0.4 -4.6 -1.26
H 0.333207 2.449893 -0.107278 0.6 -0.5 0.3 0.30
C 2.078965 -0.513409 -0.592401 -1.1 1.4 0.0 -0.75
H 1.684385 2.088329 0.929592 1.3 0.4 3.1 0.33
H -1.577814 1.375314 -0.317337 0.5 0.7 0.1 0.32
H -2.663352 1.018597 1.974110 0.9 -1.6 -1.3 0.34
H -0.562825 -1.982413 -1.638835 1.4 0.8 2.1 0.38
H -0.207763 -2.266186 0.132710 -0.8 -1.7 1.6 0.40
H 1.985297 2.217722 -0.759116 -0.9 -0.6 1.0 0.39
C -1.608404 0.364562 0.020658 1.5 -1.7 1.4 0.01
C 0.069356 -1.682354 -0.671694 0.6 1.6 -2.7 -0.66
C 1.585649 -1.703364 -0.872262 -2.6 0.8 0.5 -0.39
Cl -2.728119 -0.414014 -1.087094 -0.1 -0.1 0.2 -0.14
H 2.080233 -2.537593 -1.209239 1.1 -1.8 -0.7 0.53
H -1.074043 0.271138 2.212074 -1.0 -0.7 -0.9 0.29
H 2.979863 -0.032286 -0.771138 2.1 -0.1 -0.1 0.49
C 1.024864 0.405732 -0.224309 -2.3 -1.8 0.2 0.99
```
Positions in Å, forces in eV/Å.

5.
This record from OMol25 describes the ion C7H11ClN5 with charge +1. The level of theory is ωB97M-V/def2-TZVPD.

Output
Charge: +1
Lowest unoccupied orbital energy, eV: -3.5
Largest force on an atom, hartree/bohr: 0.1008
Frontier orbital gap, Ha: 0.35175
HOMO level, eV: -13.0
SMILES: C#CCc1nc(NCl)[nH][n+]1CCN

The geometry in XYZ format:
```
24
Properties=species:S:1:pos:R:3:forces:R:3:mulliken_charge:R:1
C 1.147584 1.571958 1.919829 -0.5 0.5 0.2 -0.44
H -2.338352 0.517642 0.335563 0.2 -0.8 -0.8 0.22
C 0.356665 0.204584 1.672354 1.1 1.2 0.7 -0.57
N 0.495111 -0.194533 0.242842 -3.2 -0.2 -0.5 0.55
C -2.093582 -0.214713 -0.483282 0.4 -1.5 0.7 -0.41
C -2.723981 -1.612389 -0.139035 -0.4 1.6 -0.4 -0.72
H 2.157397 1.588069 1.406239 -1.1 -0.3 0.6 0.31
H 1.327603 1.749644 3.020354 -0.2 -0.7 -1.1 0.31
N 2.087542 -1.066747 -2.783143 0.1 0.1 0.6 -0.22
Cl 1.270675 -1.414817 -4.258937 1.0 0.1 0.7 0.04
N -0.087171 -0.754823 -1.932912 2.2 1.1 4.6 -0.50
C 1.308057 -0.774510 -1.727548 -2.6 0.2 -0.1 0.58
H 0.835384 3.137419 0.622707 -0.7 0.0 0.2 0.26
H -2.505143 0.174190 -1.465543 0.6 -0.6 1.2 0.35
N 1.665777 -0.437624 -0.423605 0.1 -0.8 -2.5 -0.35
C -3.510445 -2.502615 0.102140 -0.5 0.3 0.5 0.21
N 0.353961 2.754759 1.438728 0.9 -1.2 -0.3 -0.55
H 2.621145 -0.359689 -0.058206 -0.9 0.1 0.2 0.24
H 0.737399 -0.579535 2.384133 -0.5 0.5 -1.0 0.27
H -0.595047 2.457183 1.203617 0.4 0.5 -0.1 0.25
H -4.336640 -3.179007 0.443508 1.6 0.8 -0.7 0.39
H 3.109014 -1.090446 -2.717592 -0.7 -0.1 -0.5 0.25
C -0.545593 -0.385184 -0.657741 1.3 -0.3 -2.0 0.31
H -0.737358 0.411185 1.855530 1.2 -0.5 -0.3 0.23
```
Positions in Å, forces in eV/Å.

6.
This record from OMol25 describes the molecule C7H11ClSi. The level of theory is ωB97M-V/def2-TZVPD.

Output
Energy relative to the best compared isomer or geometry (same formula, charge and spin), kcal per mole: 58.4
Lowest unoccupied orbital energy, eV: 0.7
Largest force on an atom, hartree/bohr: 0.1042
Frontier orbital gap, Ha: 0.37749
HOMO level, eV: -9.5
SMILES: C#C[Si](C)(C)C(=C)CCl

The geometry in XYZ format:
```
20
Properties=species:S:1:pos:R:3:forces:R:3:mulliken_charge:R:1
H 1.360889 -0.116208 -2.537967 0.5 0.5 -0.7 0.28
C -0.850308 1.098422 0.420251 0.0 -2.2 -0.4 0.22
H 3.157821 -0.151170 -0.045671 0.2 0.5 -0.5 0.36
H 0.858849 -1.817161 -2.449434 0.3 0.0 0.2 0.34
C -0.294643 -2.953016 1.305743 0.8 1.1 -1.1 0.34
H -0.350807 -0.585747 -2.609334 -0.1 0.3 0.0 0.31
H 2.183858 1.402264 0.221792 0.2 1.5 -0.8 0.32
H -3.087171 1.291762 0.759453 1.3 -1.4 -0.5 0.31
H 2.308739 0.192782 1.507316 -0.4 0.3 -3.2 0.24
C 0.179531 -2.112508 0.599703 0.6 2.5 -0.8 -1.05
C -0.551421 2.196206 1.108491 4.4 -0.6 -1.5 -0.83
Cl -2.784889 0.521774 -1.461181 0.1 -0.1 0.1 -0.22
H -2.285104 -0.396694 0.635618 -0.7 -1.3 0.6 0.22
H 0.541431 2.576280 1.177644 -1.4 -1.3 -0.1 0.08
H -1.064626 2.992900 1.502532 -2.5 1.2 0.8 0.39
C 2.247884 0.357655 0.257256 -0.3 -2.9 4.5 -1.07
Si 0.662726 -0.494856 -0.277714 -1.9 1.6 0.2 0.69
C -2.307094 0.588539 0.279429 0.4 3.1 0.0 -0.42
C 0.621493 -0.791098 -2.175665 -0.6 -0.3 1.5 -1.03
H -0.547153 -3.800118 1.781737 -1.0 -2.3 1.6 0.52
```
Positions in Å, forces in eV/Å.

7.
This record from OMol25 describes a structure of composition C7H11EuO4. The level of theory is ωB97M-V/def2-TZVPD.

Output
Energy relative to the best compared isomer or geometry (same formula, charge and spin), kcal per mole: 0.0
Charge: +1
Lowest unoccupied orbital energy (alpha / beta), eV: -6.0 / -5.8
Largest force on an atom, hartree/bohr: 0.0915
Frontier orbital gap (alpha / beta), Ha: 0.23956 / 0.24580
2S+1: 8
⟨S²⟩: 15.760
HOMO level (alpha / beta), eV: -12.5 / -12.5

The geometry in XYZ format:
```
23
Properties=species:S:1:pos:R:3:forces:R:3:mulliken_charge:R:1
C -2.242185 0.752324 0.531008 0.7 -0.2 0.7 -0.59
H 1.461066 -0.597817 -0.598458 0.7 0.7 -0.2 0.00
H 3.624256 -1.337660 0.149856 -0.3 1.2 0.3 0.30
Eu -1.855408 -1.606070 -3.570204 0.6 -0.3 1.6 1.68
O 1.552007 1.422050 -0.068078 -1.5 -0.3 -0.5 -0.38
H -3.091552 0.925015 -0.191291 0.9 0.0 0.7 0.27
H -2.554598 1.154879 1.543228 0.2 -0.5 -1.2 0.32
H -0.949641 1.603856 -1.073631 0.4 -0.1 1.4 0.19
H -1.374163 -1.094179 1.570144 -0.5 0.5 -1.0 0.29
O 0.533352 0.514675 1.714806 -1.0 0.4 -1.0 -0.49
O -0.939743 -1.024468 -1.613820 -0.8 1.3 -0.6 -0.76
H 2.698450 0.376327 -1.564845 -1.0 0.3 1.1 0.30
H 3.101263 -0.222322 1.492903 0.3 0.1 -1.2 0.28
C 2.216795 0.232616 -0.548318 1.4 -1.4 0.8 0.04
C 3.400324 -0.253803 0.407804 -0.2 -0.4 -0.4 -1.00
C -1.514388 -1.556824 -0.570009 -0.3 -4.6 1.1 0.53
H 4.360780 0.306067 0.216602 -1.2 -0.3 0.4 0.29
C -2.027301 -0.803745 0.699967 -0.6 0.2 -0.5 -0.45
C 0.383672 1.092600 0.667436 1.2 0.0 0.1 0.44
H -3.046363 -1.244817 0.933403 1.3 0.3 -0.3 0.37
O -1.641746 -2.847790 -0.582658 -0.2 3.8 -0.5 -0.65
H -1.124650 2.639798 0.397349 0.4 -1.1 -0.4 0.38
C -0.970224 1.569288 0.056806 -0.4 0.5 -0.2 -0.38
```
Positions in Å, forces in eV/Å.

8.
This record from OMol25 describes a cluster of 2 separate species, C7H11FN2 in total. The level of theory is ωB97M-V/def2-TZVPD.

Output
Energy relative to the best compared isomer or geometry (same formula, charge and spin), kcal per mole: 34.6
Lowest unoccupied orbital energy, eV: 0.4
Largest force on an atom, hartree/bohr: 0.0852
Frontier orbital gap, Ha: 0.34570
HOMO level, eV: -9.0

The geometry in XYZ format:
```
21
Properties=species:S:1:pos:R:3:forces:R:3:mulliken_charge:R:1
H -0.399466 -1.016242 -1.978868 1.1 0.0 0.3 0.29
H -2.336075 1.474779 1.882706 1.3 -1.2 -2.4 0.26
H 2.143830 -0.682801 -1.792393 -0.3 -0.5 2.6 0.30
H 1.493849 1.116467 2.068645 -0.3 -0.4 -1.3 0.28
H -2.525516 -1.144538 -1.702795 -1.3 -0.7 -1.1 0.46
H -3.674066 0.491983 -0.135834 0.3 -0.2 0.5 0.37
C -2.754039 -0.007368 0.216364 -0.3 -1.5 -0.8 -0.48
C 2.100344 -1.013936 -0.641546 4.0 1.4 -1.0 -0.87
C 0.105202 0.213110 -0.079287 0.6 -0.5 -2.7 1.27
H 2.273876 1.651110 0.573869 1.2 1.4 -0.2 0.36
C -1.818206 0.882451 0.941990 -1.9 0.6 3.9 -0.23
H 1.886481 -2.088309 -0.590575 -0.8 0.4 0.3 0.28
N 1.392210 -0.066245 0.219859 -2.5 -2.4 -0.6 0.18
N -0.559878 0.837672 0.946053 -0.6 1.8 0.1 -0.46
C -2.040057 -0.636044 -0.939804 1.1 0.7 1.6 -0.64
H 3.242229 -0.980139 -0.240388 -2.5 0.0 -1.2 0.27
H 2.836486 0.195364 1.618147 0.5 0.7 -0.7 0.39
C -0.719287 -0.605721 -1.033847 0.0 0.3 -0.1 -0.63
H -3.016515 -0.911830 0.889001 0.0 1.7 -0.5 0.24
C 2.044286 0.800508 1.146906 0.6 -1.1 2.1 -1.04
F 0.324304 1.489731 -1.368206 -0.3 -0.6 1.1 -0.61
```
Positions in Å, forces in eV/Å.